(P)
Below is a cluster of 2 separate species, C3H8NOP in total, with properties calculated with ωB97M-V/def2-TZVPD.

Geometry (Å):
1 C -0.52666 0.01937 -0.41248
2 C 0.40970 -0.22694 0.74844
3 C -1.80318 0.76899 -0.02548
4 N 2.37630 -1.15089 -2.25238
5 O -0.12027 -0.15485 -1.50892
6 P 4.01477 -1.29162 -2.32091
7 H 0.34491 0.55687 1.42751
8 H 1.43801 -0.50847 0.46644
9 H -0.03965 -1.06122 1.41824
10 H -2.51252 0.75089 -0.81579
11 H -1.49158 1.83508 0.05738
12 H -2.04878 0.38740 0.92562
13 H 1.83525 -1.91098 -1.67705
14 H 2.04361 -0.16951 -2.34649

HOMO-LUMO gap (spin up / spin down): 6.94 / 6.94 eV
highest occupied orbital energy (spin up / spin down): -6.8319 / -6.8398 eV
spin multiplicity: 1
M: 105.1 u
LUMO energy (spin up / spin down): 0.105 / 0.099 eV


(Q)
Below is an isolated molecule of C3H8NOP, with properties calculated with ωB97M-V/def2-TZVPD.

Geometry (Å):
1 C 1.05095 1.78875 -0.71180
2 C 1.70207 0.63757 -0.80980
3 O 1.84817 -0.43499 0.09067
4 P 0.52465 -1.08855 0.69883
5 N -0.67711 -0.42802 -0.01139
6 C -2.07681 -0.49381 0.31384
7 H 0.78839 2.13260 0.23383
8 H 0.77013 2.30181 -1.61512
9 H 1.93756 0.27389 -1.79066
10 H 0.65480 -2.44587 0.74990
11 H 0.85917 -0.78411 2.01681
12 H -2.47903 -0.29088 -0.67289
13 H -2.43289 -1.45852 0.54787
14 H -2.47006 0.29013 0.95992

HOMO-LUMO gap: 9.63 eV
highest occupied orbital energy: -8.6074 eV
spin multiplicity: 1
M: 105.1 u
LUMO energy: 1.027 eV


Of them, (P) has the highest stability.


(P)
Below is an isolated molecule of C24H33N3O5, with properties calculated with ωB97M-V/def2-TZVPD.

Geometry (Å):
1 C 2.62702 3.43401 -2.08814
2 C 2.75963 2.07181 -1.41167
3 C 3.49919 1.10314 -2.33288
4 C 1.38887 1.48775 -1.05385
5 C 0.67020 2.28425 0.04077
6 N -0.54230 1.61532 0.47229
7 C -0.66530 0.87327 1.58302
8 O -1.67922 0.23331 1.84468
9 C 0.51704 0.79035 2.55058
10 N 1.59531 0.00860 1.99341
11 C 2.84382 0.51333 1.81644
12 O 3.13881 1.65088 2.12777
13 C 3.78871 -0.42185 1.18050
14 C 3.63460 -1.67526 0.63398
15 C 4.89774 -2.04013 0.12639
16 C 5.72370 -0.98751 0.39816
17 O 5.06480 -0.01728 1.02700
18 C -1.67036 1.69861 -0.46473
19 C -1.74034 0.43877 -1.36206
20 O -1.44841 0.48975 -2.54034
21 N -2.11561 -0.65977 -0.70572
22 C -2.11234 -1.98373 -1.28905
23 C -0.89552 -2.77907 -0.79705
24 C -1.00062 -3.09385 0.69351
25 C -2.28618 -3.86339 0.98155
26 C -3.49765 -3.04750 0.54174
27 C -3.41013 -2.71872 -0.94705
28 C -2.95835 1.95921 0.25133
29 C -4.21654 1.46011 0.08641
30 C -5.03176 2.13198 1.03024
31 C -4.20943 2.98691 1.69195
32 O -2.95405 2.89691 1.22196
33 H 3.60354 3.78958 -2.40826
34 H 1.98508 3.36067 -2.96364
35 H 2.20960 4.17206 -1.40862
36 H 3.34011 2.19356 -0.49106
37 H 4.48347 1.49161 -2.58318
38 H 3.62668 0.13333 -1.85597
39 H 2.93996 0.95961 -3.25494
40 H 1.52498 0.46222 -0.69944
41 H 0.76828 1.44454 -1.95089
42 H 1.34300 2.43082 0.88376
43 H 0.39035 3.27156 -0.33555
44 H 0.91585 1.77386 2.80767
45 H 0.13671 0.31087 3.45955
46 H 1.39464 -0.94791 1.75352
47 H 2.74247 -2.26733 0.58641
48 H 5.15407 -2.95231 -0.37150
49 H 6.76432 -0.82815 0.19492
50 H -1.45800 2.54294 -1.13193
51 H -2.29461 -0.57821 0.29049
52 H -2.03618 -1.83971 -2.37277
53 H -0.83811 -3.71182 -1.36170
54 H 0.01011 -2.20408 -1.00640
55 H -1.00447 -2.16832 1.27311
56 H -0.13616 -3.68582 1.00587
57 H -2.26991 -4.81367 0.44198
58 H -2.35523 -4.08374 2.04834
59 H -3.54506 -2.12726 1.12725
60 H -4.41395 -3.60896 0.73466
61 H -3.44420 -3.64460 -1.52488
62 H -4.26168 -2.10522 -1.24636
63 H -4.52544 0.71515 -0.61699
64 H -6.08066 1.98979 1.18924
65 H -4.38492 3.68473 2.48617

HOMO-LUMO gap: 9.03 eV
highest occupied orbital energy: -8.4434 eV
spin multiplicity: 1
M: 443.5 u
LUMO energy: 0.583 eV


(Q)
Below is a structure of composition C24H33N3O5, with properties calculated with ωB97M-V/def2-TZVPD.

Geometry (Å):
1 C -1.56086 -3.72846 -0.20723
2 H -2.30689 -3.66238 -0.97141
3 H -1.65283 -4.42958 0.40033
4 H -0.67431 -4.01985 -0.89754
5 C -1.35522 -2.57537 0.26726
6 C -2.70828 -2.05364 1.19961
7 H -3.55256 -1.94029 0.60497
8 H -2.97929 -2.71540 1.73221
9 H -2.56219 -1.01398 1.60501
10 C -0.15361 -2.55093 1.38817
11 C 0.81002 -1.21810 1.24838
12 N 0.17030 0.00364 1.17214
13 C 0.95151 0.81402 1.59116
14 O 2.09332 1.04824 2.16809
15 C 0.17242 2.30881 1.45557
16 C 0.43805 2.89347 0.33759
17 C -0.52403 2.17524 -0.64318
18 O -0.54568 2.20780 -1.81681
19 N -1.48156 2.02187 0.04294
20 C -2.81019 1.36352 -0.20861
21 C -2.85291 0.56554 -1.59026
22 C -4.08617 0.03589 -1.77900
23 C -5.09629 0.18680 -1.09858
24 C -5.13039 0.87000 0.19719
25 C -3.93479 1.62295 0.22078
26 H -3.86431 2.05577 1.35856
27 O -6.29400 0.60784 0.60417
28 C -7.07758 0.17088 -0.27776
29 O -6.42516 -0.48226 -1.22562
30 H -7.92214 0.57830 -0.54302
31 H -7.49782 -0.74321 0.26341
32 H -4.01339 -0.66073 -2.96993
33 H -1.88211 0.52759 -2.07437
34 C -1.36222 2.08115 1.48865
35 H -1.83615 3.09595 1.79857
36 H -1.70070 1.62431 2.18996
37 H 0.42692 4.01893 0.04500
38 H 1.50593 2.70761 0.11653
39 H 0.50060 3.00604 2.41952
40 H -0.72002 0.12439 0.88546
41 H 1.66988 -1.54888 2.21539
42 C 1.51845 -1.50163 0.14579
43 O 1.23531 -2.38228 -0.94645
44 N 2.67068 -0.89994 -0.11073
45 H 2.81224 -0.10597 0.58733
46 C 3.72479 -0.67617 -1.31402
47 C 5.08776 -1.15190 -0.94587
48 C 5.82346 -0.22102 0.00992
49 C 5.69560 1.43499 -0.69615
50 C 4.09870 1.85348 -0.78575
51 C 3.56139 0.88333 -1.85505
52 H 4.06891 0.91696 -2.82320
53 H 2.68560 1.19940 -2.06655
54 H 3.76779 1.72598 0.21950
55 H 4.33254 2.73105 -1.13054
56 H 6.19898 2.12425 0.31294
57 H 6.19816 1.30770 -1.60337
58 H 6.64242 -0.38811 0.18807
59 H 5.21454 0.00992 0.96036
60 H 5.13896 -2.06101 -0.27232
61 H 5.62826 -1.15146 -2.01261
62 H 3.19447 -1.28633 -1.97027
63 H -0.51090 -2.47255 2.36070
64 H 0.16293 -3.48990 1.35403
65 H -1.12633 -1.77228 -0.31906

HOMO-LUMO gap: 8.43 eV
highest occupied orbital energy: -8.0870 eV
spin multiplicity: 1
M: 443.5 u
LUMO energy: 0.340 eV


Of them, (P) has the highest stability.


(P)
Below is a cluster of 2 separate species, C3H6NPS in total, with properties calculated with ωB97M-V/def2-TZVPD.

Geometry (Å):
1 C 0.36270 -2.04258 2.26348
2 C 1.44306 0.52904 -0.87230
3 C -1.33533 0.35543 0.24739
4 N -0.10546 -1.49666 3.17699
5 P -0.07726 -0.53099 -0.76891
6 S -0.70190 -0.62468 -2.61754
7 H 2.20148 0.37283 -1.54138
8 H 1.14005 1.53866 -0.95161
9 H 2.07869 0.43260 -0.00238
10 H -1.37897 0.14751 1.35091
11 H -1.35033 1.39675 -0.12915
12 H -2.27673 -0.07789 -0.15550

HOMO-LUMO gap (spin up / spin down): 5.02 / 5.03 eV
highest occupied orbital energy (spin up / spin down): -9.1317 / -9.1404 eV
spin multiplicity: 1
M: 119.1 u
LUMO energy (spin up / spin down): -4.115 / -4.112 eV


(Q)
Below is a cluster of 2 separate species, C3H6NPS in total, with properties calculated with ωB97M-V/def2-TZVPD.

Geometry (Å):
1 C -1.39345 1.16326 -0.58430
2 C -1.26477 -0.10394 -0.99605
3 S -1.47177 -1.29273 0.23006
4 C -1.70705 0.05556 1.27968
5 N -1.61555 1.21151 0.75640
6 H -1.07680 2.04787 -1.13941
7 H -1.03151 -0.19572 -2.05006
8 H -2.19341 0.03484 2.26802
9 P 2.71493 -0.27892 0.20536
10 H 3.86211 -0.70755 0.70218
11 H 3.18462 -0.59839 -1.18022
12 H 1.99266 -1.33578 0.50836

HOMO-LUMO gap: 10.19 eV
highest occupied orbital energy: -9.4776 eV
spin multiplicity: 1
M: 119.1 u
LUMO energy: 0.707 eV


Of them, (Q) has the highest stability.


(P)
Below is a cluster of 3 separate species, C6H16NO in total, with properties calculated with ωB97M-V/def2-TZVPD.

Geometry (Å):
1 C -0.47262 -1.58665 1.57001
2 C -0.93825 -0.10413 1.58896
3 C -0.92122 0.62793 0.18703
4 C 2.10167 3.07711 -0.40598
5 C 0.70368 2.55207 -0.32951
6 C 0.37145 1.27107 -0.04118
7 N -1.57494 -2.76324 -1.71595
8 H -0.87028 -2.16768 2.41204
9 H -0.90984 -2.18185 0.70300
10 H -1.91455 -0.14080 2.06033
11 H -0.26263 0.53729 2.16484
12 H -1.07873 -0.25005 -0.49420
13 H -1.72232 1.38817 0.12534
14 H 2.40219 3.81673 0.33149
15 H 2.91076 2.36589 -0.28066
16 H 2.36410 3.53915 -1.35418
17 H -0.11580 3.24574 -0.55007
18 H 1.23377 0.59479 0.07092
19 H -1.84451 -2.85006 -2.69995
20 H -1.66954 -3.74346 -1.43104
21 H 0.62352 -1.59281 1.57052
22 H 1.48072 -1.72584 -1.24109
23 H -0.59410 -2.48753 -1.48171
24 O 0.69749 -1.42183 -0.75896

HOMO-LUMO gap: 3.08 eV
total charge: +1
highest occupied orbital energy: -12.8409 eV
spin multiplicity: 1
M: 118.2 u
LUMO energy: -9.758 eV


(Q)
Below is the ion C6H16NO with charge +1, with properties calculated with ωB97M-V/def2-TZVPD.

Geometry (Å):
1 N 0.73313 -0.79058 -1.61090
2 C 1.85462 -0.46198 -0.75417
3 C 1.74669 0.86130 0.15236
4 C 0.89388 0.68251 1.36942
5 C -0.61489 1.16885 1.30458
6 C -1.54509 0.63532 0.08205
7 C -1.81495 -0.84163 0.22010
8 O -1.86867 -1.53976 -0.99253
9 H 0.87032 -1.67673 -2.16136
10 H -0.12003 -0.89953 -1.05398
11 H 0.50602 0.01350 -2.25900
12 H 2.73857 -0.38247 -1.41520
13 H 2.06021 -1.35520 -0.13257
14 H 2.68564 1.15698 0.46965
15 H 1.18802 1.70841 -0.30170
16 H 0.96204 -0.36256 1.70717
17 H 1.51134 1.19285 2.17028
18 H -1.19904 0.89028 2.24650
19 H -0.58127 2.26996 1.20725
20 H -1.09149 0.95139 -0.84787
21 H -2.52192 1.10710 0.11987
22 H -0.99131 -1.27900 0.74939
23 H -2.70977 -1.00747 0.80417
24 H -2.69205 -2.04152 -1.07352

HOMO-LUMO gap: 11.15 eV
total charge: +1
highest occupied orbital energy: -14.3317 eV
spin multiplicity: 1
M: 118.2 u
LUMO energy: -3.183 eV


Of them, (Q) has the highest stability.